#w
Below is a structure of composition C16H21N6O5OsPS, with properties calculated with ωB97M-V/def2-TZVPD.

## Properties
HOMO (spin up / spin down) = -14.918 / -15.138 eV
Spin multiplicity = 5
Net charge = +2

XYZ file:
```
51
C16H21N6O5OsPS ωB97M-V/def2-TZVPD
Os -0.74 -0.31 0.97
C -2.08 3.59 2.15
C -1.79 2.29 1.49
N -1.12 1.33 2.09
N -0.66 1.50 3.33
C -0.55 0.46 4.12
N 0.13 0.55 5.24
S -1.44 -1.01 3.78
C -2.29 1.95 0.17
C -2.88 2.87 -0.68
C -3.38 2.44 -1.91
C -3.29 1.10 -2.24
C -2.67 0.23 -1.36
N -2.17 0.64 -0.18
H -1.85 3.54 3.20
H -3.14 3.85 2.02
H -1.49 4.40 1.70
H 0.62 1.40 5.48
H 0.14 -0.21 5.90
H -2.95 3.90 -0.39
H -3.84 3.15 -2.59
H -3.69 0.72 -3.17
H -2.57 -0.82 -1.59
O 3.24 -4.63 0.61
C 2.35 -4.72 -0.33
O 2.44 -5.44 -1.29
C 1.10 -3.88 -0.22
C -0.02 -4.10 -1.01
N -0.90 -3.13 -0.76
N -0.45 -2.29 0.18
C 0.77 -2.74 0.53
C 1.48 -2.01 1.63
O 2.50 -2.44 2.12
O 0.87 -0.92 2.01
H 3.10 -3.90 1.25
H -0.20 -4.89 -1.73
H -1.84 -3.06 -1.11
C 3.02 -0.50 -1.47
P 1.73 0.73 -1.73
C 2.50 2.35 -1.74
C 1.00 0.44 -3.35
O 0.66 0.64 -0.66
H 3.88 -0.29 -2.11
H 2.64 -1.50 -1.70
H 3.34 -0.46 -0.43
H 3.24 2.42 -2.54
H 2.99 2.52 -0.78
H 1.73 3.11 -1.88
H 1.75 0.44 -4.14
H 0.26 1.22 -3.56
H 0.50 -0.53 -3.34
```



#x
Below is a structure of composition C16H21N6O5OsPS, with properties calculated with ωB97M-V/def2-TZVPD.

## Properties
HOMO (spin up / spin down) = -14.708 / -14.724 eV
Spin multiplicity = 5
Net charge = +2

XYZ file:
```
51
C16H21N6O5OsPS ωB97M-V/def2-TZVPD
Os -0.36 -0.61 0.53
C 0.83 1.23 4.27
C 0.50 0.92 2.86
N 0.04 -0.26 2.49
N -0.14 -1.18 3.44
C -0.66 -2.33 3.11
N -0.86 -3.27 4.01
S -1.12 -2.63 1.42
C 0.66 1.88 1.79
C 1.08 3.20 1.95
C 1.16 4.02 0.84
C 0.83 3.51 -0.41
C 0.44 2.18 -0.51
N 0.34 1.40 0.56
H 0.52 0.43 4.92
H 0.36 2.16 4.59
H 1.91 1.37 4.37
H -0.61 -3.11 4.98
H -1.28 -4.15 3.77
H 1.32 3.58 2.93
H 1.48 5.05 0.94
H 0.88 4.12 -1.30
H 0.21 1.73 -1.46
O -3.39 1.29 -4.43
C -3.84 2.03 -3.47
O -4.57 2.97 -3.62
C -3.42 1.71 -2.06
C -3.90 2.39 -0.95
N -3.29 1.89 0.13
N -2.44 0.91 -0.19
C -2.50 0.78 -1.51
C -1.69 -0.30 -2.15
O -1.74 -0.49 -3.35
O -0.96 -0.95 -1.33
H -2.77 0.54 -4.19
H -4.63 3.18 -0.91
H -3.48 2.12 1.10
C 3.26 -3.55 -0.41
P 2.31 -2.29 -1.31
C 3.40 -1.55 -2.57
C 0.98 -3.14 -2.21
O 1.77 -1.23 -0.36
H 3.69 -4.25 -1.12
H 2.60 -4.09 0.27
H 4.06 -3.08 0.16
H 3.85 -2.34 -3.16
H 4.19 -0.98 -2.08
H 2.82 -0.90 -3.22
H 1.39 -3.96 -2.79
H 0.49 -2.44 -2.88
H 0.25 -3.51 -1.50
```



Most stable: #x